The following is a DFT calculation (ωB97M-V with the def2-TZVPD basis set) of a molecular structure, C5H12NS2 in a non-equilibrium geometry.

Structure (ORCA input):
```
! wB97M-V def2-TZVPD RIJCOSX def2/J DEFGRID3
* xyz -1 1
C 1.187 -0.892 0.093
C 2.651 -1.082 0.003
S 3.337 0.204 -1.100
C 0.685 0.355 0.865
N -0.403 1.112 0.267
C -1.671 0.380 0.450
C -2.818 0.971 -0.379
S -4.307 -0.060 -0.347
H 0.561 -1.776 0.194
H 1.051 -0.535 -1.103
H 2.933 -2.058 -0.366
H 2.986 -1.027 1.049
H 0.960 -0.325 -1.866
H 0.427 -0.033 1.857
H 1.611 0.929 0.986
H -0.175 1.075 -0.723
H -1.661 -0.676 0.131
H -1.937 0.455 1.491
H -2.973 2.012 -0.084
H -2.444 0.970 -1.416
*
```

Computed properties:
**HOMO level**: -0.097 hartree
**Kohn-Sham gap**: 3.5 eV
**Electronic energy**: -1048.68916 Eh

Atom charges from the Löwdin analysis, given in e for atoms 1 to 2:
1 C -0.261
2 C -0.686

The following is a DFT calculation (ωB97M-V with the def2-TZVPD basis set) of a gas-phase ion, C5H12NSe (charge +1) in a non-equilibrium geometry.

Structure (ORCA input):
```
! wB97M-V def2-TZVPD RIJCOSX def2/J DEFGRID3
* xyz 1 1
C 1.903 0.374 0.362
C 0.427 0.494 0.755
C 1.844 0.359 -1.115
C -0.215 -0.494 -0.261
C -2.987 -0.407 1.174
N 0.552 -0.290 -1.501
Se -2.198 -0.034 -0.607
H 2.382 1.254 0.955
H 2.423 -0.595 0.683
H 0.017 0.220 1.791
H 0.258 1.614 0.464
H 1.904 1.398 -1.472
H 2.739 -0.039 -1.736
H -0.372 -1.498 0.095
H -3.826 -1.143 1.029
H -2.193 -0.876 1.843
H -3.351 0.523 1.649
H 0.028 0.355 -2.161
H 0.665 -1.216 -1.948
*
```

Computed properties:
**HOMO level**: -0.458 hartree
**Kohn-Sham gap**: 8.9 eV
**SMILES**: C[Se][C@@H]1CCC[NH2+]1
**Electronic energy**: -2653.59133 Eh

Atom charges from the Löwdin analysis, given in e for atoms 1 to 2:
1 C -0.207
2 C -0.191

The following is a DFT calculation (ωB97M-V with the def2-TZVPD basis set) of a single C5H12O molecule in a non-equilibrium geometry.

Structure (ORCA input):
```
! wB97M-V def2-TZVPD RIJCOSX def2/J DEFGRID3
* xyz 0 1
C -1.311 1.294 1.140
C -0.673 1.034 -0.269
C 0.258 -0.220 -0.208
C 1.303 -0.247 -1.369
C -0.587 -1.540 -0.278
H -0.448 1.211 1.890
H -2.057 0.484 1.343
H -1.726 2.309 1.069
H -0.049 2.009 -0.429
H -1.444 0.942 -1.119
H 1.938 0.611 -1.260
H 0.834 -0.432 -2.408
H 1.947 -1.080 -1.030
H -0.855 -1.764 -1.491
H 0.101 -2.435 0.060
H -1.574 -1.458 0.355
H 1.644 -0.869 1.054
O 0.969 -0.182 0.985
*
```

Computed properties:
**HOMO level**: -0.370 hartree
**Kohn-Sham gap**: 10.9 eV
**SMILES**: CCC(C)(C)O
**Electronic energy**: -272.89852 Eh

Atom charges from the Löwdin analysis, given in e for atoms 1 to 2:
1 C -0.113
2 C -0.199

The following is a DFT calculation (ωB97M-V with the def2-TZVPD basis set) of 2 unconnected molecules or ions with the total composition C5H12O.

Structure (ORCA input):
```
! wB97M-V def2-TZVPD RIJCOSX def2/J DEFGRID3
* xyz 0 1
C -1.253 1.108 -0.622
C -0.822 0.129 0.440
C -1.670 -0.762 0.955
C 0.594 0.242 0.954
C 1.687 0.047 -0.096
O 2.921 0.189 0.585
H -0.621 1.064 -1.520
H -1.183 2.132 -0.233
H -2.287 0.929 -0.934
H -0.683 -1.762 -2.116
H -2.705 -0.824 0.626
H -1.361 -1.445 1.744
H -0.937 -1.683 -1.424
H 0.735 1.240 1.393
H 0.762 -0.494 1.750
H 1.593 0.799 -0.897
H 1.596 -0.952 -0.557
H 3.635 0.044 -0.047
*
```

Computed properties:
**HOMO level**: -0.345 hartree
**Kohn-Sham gap**: 10.3 eV
**SMILES**: C=C(C)CCO.[H][H]
**Electronic energy**: -272.88197 Eh

Atom charges from the Löwdin analysis, given in e for atoms 1 to 2:
1 C -0.080
2 C -0.411

The following is a DFT calculation (ωB97M-V with the def2-TZVPD basis set) of 2 unconnected molecules or ions with the total composition C5H12O in a non-equilibrium geometry.

Structure (ORCA input):
```
! wB97M-V def2-TZVPD RIJCOSX def2/J DEFGRID3
* xyz 0 1
C 0.634 1.237 1.232
C 0.725 -0.044 0.251
C 0.028 0.013 -1.101
C -0.097 1.161 -1.765
C -0.135 -1.340 -1.625
H -0.392 1.365 1.716
H 1.356 0.868 2.028
H 0.999 2.227 0.975
H 1.902 -0.241 0.209
H 0.073 -0.884 0.626
H -0.746 1.124 -2.673
H 0.134 2.002 -1.168
H -0.011 -2.135 -0.985
H -1.109 -1.557 -2.148
H 0.548 -1.485 -2.382
H -0.640 -1.190 2.289
H -1.770 -0.183 1.953
O -1.500 -0.937 2.569
*
```

Computed properties:
**HOMO level**: -0.347 hartree
**Kohn-Sham gap**: 10.2 eV
**SMILES**: C=C(C)CC.O
**Electronic energy**: -272.86181 Eh

Atom charges from the Löwdin analysis, given in e for atoms 1 to 2:
1 C -0.108
2 C -0.209

The following is a DFT calculation (ωB97M-V with the def2-TZVPD basis set) of a molecular structure, C5H12O.

Structure (ORCA input):
```
! wB97M-V def2-TZVPD RIJCOSX def2/J DEFGRID3
* xyz 0 1
C 0.269 -2.632 0.839
O 0.403 -1.558 0.086
C -0.178 -0.410 0.305
C 0.082 0.693 -0.683
C 1.479 1.311 -0.483
C -1.006 1.767 -0.568
H -1.657 -2.334 0.566
H 0.113 -2.494 1.906
H 0.808 -3.493 0.462
H -1.882 -1.593 0.384
H -0.428 -0.164 1.340
H 0.043 0.257 -1.691
H 2.261 0.549 -0.578
H 1.669 2.094 -1.228
H 1.563 1.763 0.513
H -2.001 1.352 -0.760
H -1.011 2.209 0.438
H -0.824 2.578 -1.283
*
```

Computed properties:
**HOMO level (spin up / spin down)**: -0.272 / -0.270 hartree
**Kohn-Sham gap (spin up / spin down)**: 8.2 / 8.1 eV
**Electronic energy**: -272.78552 Eh

Atom charges from the Löwdin analysis, given in e for atoms 1 to 2:
1 C -0.105
2 O -0.143

The following is a DFT calculation (ωB97M-V with the def2-TZVPD basis set) of 2 unconnected molecules or ions with the total composition C5H12O in a non-equilibrium geometry.

Structure (ORCA input):
```
! wB97M-V def2-TZVPD RIJCOSX def2/J DEFGRID3
* xyz 0 1
C -0.719 0.948 -1.783
C 0.470 1.566 -1.076
C 0.333 3.018 -0.630
H -1.658 1.454 -1.574
H -0.759 -0.125 -1.564
H -0.627 0.931 -2.874
H 1.357 1.390 -1.696
H 0.745 1.021 -0.164
H -0.252 3.688 -1.273
H -0.309 3.028 0.252
H 1.330 3.417 -0.478
C -0.359 -3.211 1.041
C 0.024 -2.388 1.999
O 0.357 -2.863 3.265
H -0.866 -2.869 0.149
H -0.277 -4.283 1.159
H 0.057 -1.308 1.977
H 1.154 -3.415 3.268
*
```

Computed properties:
**HOMO level**: -0.353 hartree
**Kohn-Sham gap**: 10.6 eV
**SMILES**: C=CO.CCC
**Electronic energy**: -272.88573 Eh

Atom charges from the Löwdin analysis, given in e for atoms 1 to 2:
1 C -0.125
2 C -0.332

The following is a DFT calculation (ωB97M-V with the def2-TZVPD basis set) of 2 unconnected molecules or ions with the total composition C5H12O in a non-equilibrium geometry.

Structure (ORCA input):
```
! wB97M-V def2-TZVPD RIJCOSX def2/J DEFGRID3
* xyz 0 1
C -1.499 1.159 2.763
C -1.568 0.853 1.282
C -1.761 1.775 0.348
H -2.509 1.040 3.158
H -1.142 2.166 3.002
H -0.854 0.441 3.281
H -1.461 -0.210 1.138
H -1.945 1.371 -0.638
H -1.393 2.786 0.418
C 1.604 -0.829 -2.163
O 0.234 -1.113 -2.451
C 2.133 -1.730 -1.065
H 1.760 0.217 -1.889
H 2.045 -1.127 -3.121
H -0.305 -0.807 -1.711
H 1.544 -1.574 -0.156
H 3.196 -1.653 -0.845
H 1.923 -2.763 -1.351
*
```

Computed properties:
**HOMO level**: -0.356 hartree
**Kohn-Sham gap**: 10.6 eV
**SMILES**: C=CC.CCO
**Electronic energy**: -272.88335 Eh

Atom charges from the Löwdin analysis, given in e for atoms 1 to 2:
1 C -0.121
2 C -0.247

Among the records above, which one has the lowest electronic energy? C5H12NSe

What did the first record say?
The following is a DFT calculation (ωB97M-V with the def2-TZVPD basis set) of a molecular structure, C5H12NS2 in a non-equilibrium geometry.

Structure (ORCA input):
```
! wB97M-V def2-TZVPD RIJCOSX def2/J DEFGRID3
* xyz -1 1
C 1.187 -0.892 0.093
C 2.651 -1.082 0.003
S 3.337 0.204 -1.100
C 0.685 0.355 0.865
N -0.403 1.112 0.267
C -1.671 0.380 0.450
C -2.818 0.971 -0.379
S -4.307 -0.060 -0.347
H 0.561 -1.776 0.194
H 1.051 -0.535 -1.103
H 2.933 -2.058 -0.366
H 2.986 -1.027 1.049
H 0.960 -0.325 -1.866
H 0.427 -0.033 1.857
H 1.611 0.929 0.986
H -0.175 1.075 -0.723
H -1.661 -0.676 0.131
H -1.937 0.455 1.491
H -2.973 2.012 -0.084
H -2.444 0.970 -1.416
*
```

Computed properties:
**HOMO level**: -0.097 hartree
**Kohn-Sham gap**: 3.5 eV
**Electronic energy**: -1048.68916 Eh

Atom charges from the Löwdin analysis, given in e for atoms 1 to 2:
1 C -0.261
2 C -0.686